No. 1
45
Properties=species:S:1:pos:R:3:forces:R:3 method="wB97M-V/def2-TZVPD" e_lumo_ev="-9.40 / -13.19" total_charge=+3 multiplicity=5
Co -0.142137 0.197704 0.002452 0.197 0.072 -0.095
C -4.367625 -1.604156 -0.959562 0.033 0.021 0.045
N -3.516530 -1.993358 0.176409 0.078 0.050 -0.010
C -4.082449 -2.986115 1.104041 0.030 -0.009 -0.026
C -2.340575 -1.460688 0.351700 -0.055 -0.006 -0.044
O -1.855847 -0.592003 -0.448879 -0.078 0.046 0.118
C -1.516237 -1.864547 1.569960 -0.006 -0.017 0.087
O -0.234960 -1.212479 1.500445 -0.086 -0.118 -0.126
C 0.941400 -2.035434 1.584516 -0.019 -0.064 0.123
C 1.911797 -1.608614 0.494483 0.075 -0.019 0.005
O 1.601546 -0.617999 -0.243814 0.017 0.065 0.019
N 3.026087 -2.271108 0.358677 -0.064 0.051 0.004
C 4.003249 -1.924904 -0.683074 -0.041 0.004 -0.011
C 3.370162 -3.397210 1.242518 -0.001 0.023 0.003
H -4.323112 -2.380737 -1.721863 -0.031 0.011 -0.007
H -5.388023 -1.502691 -0.598108 -0.002 0.004 -0.025
H -4.025234 -0.661635 -1.369835 -0.011 -0.020 -0.028
H -4.888936 -3.499508 0.589336 -0.004 -0.004 0.022
H -3.341360 -3.731752 1.382862 -0.019 0.004 0.034
H -4.483371 -2.492857 1.989111 -0.010 -0.035 0.012
H -2.017075 -1.545130 2.486443 0.000 -0.020 -0.012
H -1.384256 -2.945315 1.614584 0.007 0.019 -0.029
H 1.388412 -1.908175 2.572652 0.007 -0.005 -0.022
H 0.676769 -3.086986 1.461815 -0.009 0.021 -0.008
H 3.579429 -1.184486 -1.351288 0.029 -0.005 0.005
H 4.904296 -1.538102 -0.209389 0.012 -0.011 -0.024
H 4.242874 -2.829045 -1.239062 0.024 0.020 -0.007
H 3.408132 -3.076057 2.282598 -0.009 -0.035 0.007
H 2.663624 -4.216992 1.117697 0.012 -0.016 0.021
H 4.356111 -3.753149 0.961253 -0.005 -0.004 0.015
N 2.935914 5.533143 -1.081909 -0.082 -0.201 -0.108
C 1.759925 5.403469 -0.551462 0.063 0.282 0.097
O 1.296024 6.158649 0.348543 -0.035 -0.102 0.036
C 0.704399 4.390380 -0.863890 -0.012 -0.079 -0.079
C -0.452071 4.810406 -1.528977 0.028 0.005 -0.013
C -1.427352 3.866086 -1.787764 0.015 0.021 -0.012
C -1.239779 2.573871 -1.330764 -0.040 -0.005 -0.013
N -0.146502 2.181945 -0.645080 -0.023 -0.008 -0.026
C 0.816892 3.075957 -0.412056 0.051 0.009 0.044
H 3.571951 6.269266 -0.785983 -0.021 0.024 0.012
H 3.218385 4.941956 -1.854117 0.016 0.004 0.007
H -0.569343 5.841149 -1.841735 -0.028 -0.004 -0.005
H -2.331230 4.124353 -2.321205 0.003 0.014 -0.004
H -1.990578 1.811831 -1.501773 -0.004 0.016 0.009
H 1.687189 2.741069 0.139507 -0.005 0.001 0.011

=====

No. 2
18
Properties=species:S:1:pos:R:3:forces:R:3 method="wB97M-V/def2-TZVPD" e_lumo_ev=-0.29
C 4.389053 -1.046662 -0.646123 0.545 1.228 1.006
C 3.597628 0.017148 -0.697456 1.136 0.647 0.905
C -1.697812 0.322464 0.582557 -0.291 0.911 0.520
C -0.553275 0.273434 -0.418496 1.232 -1.728 1.800
C 0.915970 0.652879 -0.068639 0.178 1.049 0.254
O 2.069021 0.731175 -2.645007 -0.717 0.446 0.839
O 1.777175 -1.513130 -1.576158 -0.210 2.961 0.452
S 2.006702 -0.038215 -1.427468 -0.072 -4.016 -0.011
I 6.297016 -1.085848 0.243467 -0.546 -0.068 -0.377
I 4.124437 1.845079 0.196720 -0.008 -0.025 -0.333
H 4.044549 -2.000026 -0.905107 -0.454 -1.142 -0.707
H -2.575586 0.334649 -0.077970 -0.093 -0.036 0.632
H -1.828902 -0.455242 1.359412 0.551 0.027 -0.762
H -1.643366 1.248577 1.124472 -0.440 0.677 0.328
H -0.839175 0.890099 -1.221330 -0.281 0.223 -1.400
H -0.567446 -0.802158 -0.575904 0.464 -0.018 -1.368
H 1.144372 1.735697 -0.179621 -0.597 -0.448 -0.105
H 1.299802 0.475191 0.994958 -0.396 -0.689 -1.674

=====

No. 3
20
Properties=species:S:1:pos:R:3:forces:R:3 method="wB97M-V/def2-TZVPD" e_lumo_ev="0.57 / -0.04"
C 2.718660 -0.765240 -1.032366 0.344 0.135 -0.113
C 1.462276 -1.102744 -0.514962 -0.349 0.007 0.164
C 3.239559 0.368612 -0.484148 -0.198 0.180 0.268
C 1.001433 -0.214394 0.445083 0.579 0.174 0.176
C -2.265074 -0.809978 -0.080091 0.713 -0.323 0.675
C -1.260192 -1.191509 1.021715 -0.389 -0.080 -0.446
C -0.182776 -0.205169 1.182795 -0.208 0.454 -0.091
N -2.293596 0.319014 -0.639645 -1.937 0.334 -0.657
N -1.369700 1.211430 -0.542734 2.294 0.004 0.422
N -1.697320 2.466583 -0.191848 -0.811 0.172 0.131
S 2.182612 1.060011 0.688333 -0.097 -0.454 -0.272
H 3.231789 -1.339628 -1.786212 0.054 -0.062 -0.069
H 0.904470 -1.967895 -0.826216 -0.121 -0.144 -0.061
H 4.181879 0.838286 -0.682648 0.207 0.051 -0.120
H -2.957135 -1.564808 -0.417325 -0.263 -0.041 -0.036
H -1.831733 -1.318944 1.946798 0.088 -0.114 -0.066
H -0.866344 -2.165048 0.721772 0.038 -0.122 0.170
H -0.305514 0.552580 1.942596 0.035 0.065 0.046
H -1.215700 3.166301 -0.740369 -0.033 -0.161 0.046
H -2.677597 2.662537 -0.010520 0.054 -0.075 -0.167

=====

No. 4
72
Properties=species:S:1:pos:R:3:forces:R:3 method="wB97M-V/def2-TZVPD" e_lumo_ev=-1.97 total_charge=+1
Zn -0.880687 -1.279626 0.653336 0.330 -0.038 -0.517
C -0.622470 -2.556596 3.526357 -0.060 -0.001 0.210
O 0.027111 -2.520814 2.258944 0.083 -0.118 0.214
C 0.561101 -3.764882 1.854804 -0.013 -0.141 -0.172
C 1.282048 -3.498235 0.552962 -0.010 0.011 0.164
O 0.415907 -2.865702 -0.390055 -0.116 -0.127 -0.007
C -0.317407 -3.734409 -1.257071 -0.044 0.056 -0.056
C -1.616564 -4.230858 -0.644974 0.231 -0.035 0.063
O -2.226656 -3.148635 0.027998 -0.005 0.279 -0.015
C -3.647362 -3.108293 -0.109416 -0.034 0.054 0.102
H 0.076487 -2.883238 4.299221 0.036 -0.010 -0.050
H -1.485333 -3.227116 3.504787 0.004 0.025 -0.048
H -0.955384 -1.544428 3.742927 0.030 -0.090 0.030
H -0.248437 -4.491349 1.723402 0.043 -0.008 0.098
H 1.265266 -4.155817 2.595927 -0.017 0.052 0.038
H 1.700931 -4.420431 0.146170 0.004 0.031 -0.076
H 2.084301 -2.783052 0.736955 0.057 -0.047 -0.054
H 0.306257 -4.581744 -1.548839 0.030 0.037 -0.087
H -0.542577 -3.131972 -2.137021 0.050 0.000 -0.022
H -1.439721 -5.047223 0.059942 -0.085 -0.066 -0.019
H -2.261095 -4.600169 -1.446014 0.016 -0.053 -0.019
H -4.101662 -4.009271 0.305863 0.029 -0.034 0.008
H -3.927958 -3.010428 -1.160914 0.026 -0.008 -0.010
H -3.992396 -2.245056 0.448814 -0.016 0.069 0.060
C -2.941282 0.208772 -2.414322 0.027 -0.049 0.151
As -1.123693 -0.006689 -1.714861 -0.216 0.206 -0.258
C -0.267858 -0.395494 -3.444817 0.049 -0.120 0.262
C -0.778571 1.925943 -1.485009 0.069 -0.098 0.132
C 0.604411 2.446901 -1.039035 0.144 -0.127 -0.080
C 1.694097 1.856882 -1.937714 -0.137 0.054 0.138
C 0.873222 2.150855 0.443362 -0.060 -0.090 0.056
As 1.256789 0.306520 1.012258 0.293 0.363 0.021
C 3.167064 0.156365 0.547949 -0.222 -0.177 -0.041
C 1.543691 0.674197 2.903875 -0.131 -0.050 0.031
C 0.535844 3.978277 -1.199318 0.011 0.151 0.049
As 2.064165 5.260674 -1.035518 0.012 -0.168 -0.086
C 3.404707 4.386508 0.117579 -0.004 0.022 -0.005
C 2.978712 4.877400 -2.736366 0.062 0.014 0.013
H -2.941369 0.964934 -3.198171 0.023 0.017 -0.006
H -3.618536 0.518845 -1.619465 0.028 -0.004 0.012
H -3.298175 -0.730668 -2.834569 0.032 -0.030 0.032
H -0.222419 0.505593 -4.053514 -0.037 0.042 0.032
H -0.868209 -1.140942 -3.965572 -0.016 -0.011 0.022
H 0.738334 -0.786891 -3.308023 -0.004 0.015 -0.011
H -1.540620 2.262970 -0.775867 -0.003 -0.010 -0.014
H -1.024444 2.359360 -2.457341 -0.020 -0.014 -0.028
H 1.700994 0.766945 -1.859687 0.054 -0.007 -0.075
H 2.679352 2.221052 -1.650377 -0.032 -0.064 -0.018
H 1.521718 2.129333 -2.981003 0.029 -0.036 -0.008
H 0.005127 2.442636 1.038961 0.000 -0.015 0.011
H 1.721003 2.744681 0.784494 -0.040 -0.069 0.000
H 3.643910 1.122529 0.707657 -0.008 0.006 0.015
H 3.324221 -0.158779 -0.481305 -0.025 0.008 0.008
H 3.627001 -0.573948 1.213761 -0.001 -0.002 0.005
H 2.284695 1.463780 3.023662 0.012 0.005 -0.042
H 1.900604 -0.227754 3.400892 0.005 -0.004 -0.027
H 0.604893 0.984881 3.355848 -0.042 0.010 -0.015
H -0.215362 4.363172 -0.503748 -0.011 -0.015 -0.009
H 0.161689 4.215816 -2.201053 0.003 0.017 0.002
H 3.087197 4.380672 1.159736 -0.011 0.020 -0.013
H 4.304264 4.999268 0.051487 -0.012 0.016 -0.017
H 3.657882 3.374828 -0.198734 0.007 0.030 0.016
H 2.276673 4.959301 -3.565982 -0.027 0.009 0.027
H 3.444753 3.893046 -2.755196 -0.022 0.044 -0.014
H 3.753876 5.629386 -2.881428 -0.010 0.007 0.013
C -3.922059 -0.026953 3.392708 0.081 0.044 -0.102
O -3.152648 -0.780190 2.429488 -0.201 -0.230 0.185
C -2.033248 -0.225138 1.911382 -0.166 0.487 -0.334
O -1.714135 0.919421 2.179747 -0.031 -0.046 0.130
H -4.177750 -0.706978 4.200841 -0.012 -0.029 -0.016
H -4.829556 0.334441 2.913580 -0.003 0.018 -0.003
H -3.344655 0.813587 3.764621 -0.002 0.021 0.021